# 1
The following is a DFT calculation (ωB97M-V with the def2-TZVPD basis set) of a cluster of 6 separate species, C5H20N3O5 in total at a distorted geometry.

Its energy above the lowest of the compared OMol25 structures with the same formula, charge and spin is 0.0 kJ/mol. The total charge is +1. The calculation puts the orbital gap at 10.0 eV.

```
33
Properties=species:S:1:pos:R:3:nbo_charge:R:1
C 0.9545 -0.8669 -2.5776 -0.2403
C -0.3013 -0.0403 -2.4520 -0.4733
C -0.2276 1.0186 -1.4057 0.0813
C -1.1557 1.8476 -0.8662 -0.0849
N -0.5772 2.4486 0.2073 -0.4832
C 0.5541 1.7259 0.4725 0.2119
N 0.8486 0.9002 -0.5060 -0.5845
N 1.1757 -1.6065 -1.3034 -0.7228
H 1.8141 -0.2156 -2.8217 0.2576
H 0.9453 -1.4848 -3.4818 0.2440
H -0.5583 0.4235 -3.4215 0.2582
H -1.2227 -0.6467 -2.3518 0.2367
H -2.1041 2.0390 -1.3273 0.2383
H -0.9639 3.1294 0.8336 0.4415
H 1.2734 2.1002 1.1883 0.2238
H 2.0801 -2.0767 -1.3330 0.4617
H 1.1723 -0.9458 -0.4984 0.4975
H 0.3743 -2.1550 -0.9752 0.4427
H 2.7034 0.2941 -0.7429 0.4855
H 4.1967 0.4986 -0.7306 0.4869
O 3.5421 -0.1617 -0.9802 -0.9876
H -3.7216 -0.6913 0.3874 0.4620
H -3.9366 -1.9721 1.0669 0.4803
O -3.3052 -1.5591 0.4600 -0.9401
H -0.3838 0.8476 3.1528 0.5057
H 0.0182 0.5875 4.6791 0.4917
O 0.2188 0.3665 3.7744 -0.9929
H 0.9187 -2.3735 2.2788 0.4742
H 0.6501 -1.0149 2.6168 0.5118
O 0.6451 -1.5790 1.7991 -0.9969
H -2.4602 0.2937 2.1732 0.4935
H -1.4924 0.2188 0.9224 0.4945
O -1.6749 0.6502 1.7627 -0.9746
```


# 2
The following is a DFT calculation (ωB97M-V with the def2-TZVPD basis set) of a cluster of 5 separate species, C5H20NO5 in total at a distorted geometry.

Its energy above the lowest of the compared OMol25 structures with the same formula, charge and spin is 52.8 kJ/mol. The total charge is +1. The calculation puts the orbital gap at 10.4 eV.

```
31
Properties=species:S:1:pos:R:3:nbo_charge:R:1
C 0.2335 0.4433 -2.0039 -0.1115
O -0.6803 1.3864 -2.5224 -0.7457
C -0.5323 -0.4315 -1.0269 -0.0552
C 0.2923 -1.1595 0.0598 -0.4461
C 1.6063 -1.6727 -0.4771 -0.2234
C 2.1772 -2.7547 0.0179 -0.3449
N -1.5459 0.4266 -0.3300 -0.7126
H 0.6158 -0.1659 -2.8248 0.1939
H 1.1036 0.9474 -1.5674 0.2154
H -0.3637 2.2864 -2.6156 0.4967
H -1.0485 -1.2190 -1.5534 0.2145
H -0.3543 -1.8913 0.5387 0.2381
H 0.5032 -0.4252 0.8512 0.2099
H 2.0047 -1.2319 -1.3695 0.2079
H 1.8146 -3.3977 0.8164 0.1977
H 3.1437 -3.1712 -0.2578 0.2105
H -2.3984 0.4682 -0.8699 0.4297
H -1.8392 0.0279 0.5932 0.4643
H -1.1818 1.3776 -0.2159 0.4716
H -3.3619 -1.0001 1.8463 0.4859
H -2.0368 -0.9695 2.6947 0.5172
O -2.6045 -0.4565 2.0834 -0.9758
H -1.1653 -2.7604 3.8180 0.4912
H -0.0053 -1.8276 3.7934 0.4923
O -0.7530 -2.0970 3.2431 -0.9549
H -0.2080 3.9133 0.3738 0.4929
H 0.7415 2.8457 -0.0507 0.4999
O -0.1596 2.9522 0.3032 -0.9845
H 3.1784 2.5172 -1.1737 0.4967
H 2.9632 1.7609 0.0531 0.4916
O 2.4385 2.2258 -0.6171 -0.9631
```


# 3
The following is a DFT calculation (ωB97M-V with the def2-TZVPD basis set) of a cluster of 6 separate species, C5H20O6 in total at a distorted geometry.

Its energy above the lowest of the compared OMol25 structures with the same formula, charge and spin is 88.7 kJ/mol. The calculation puts the orbital gap at 9.9 eV. The SMILES is CC(C)CC=O.O.O.O.O.O.

```
31
Properties=species:S:1:pos:R:3:nbo_charge:R:1
O 2.0619 -0.0171 -2.4161 -0.5646
C 1.2689 0.2327 -1.5010 0.4459
C 1.5889 1.1439 -0.2842 -0.5194
C 0.4239 1.2225 0.7589 -0.2506
C 0.8512 0.5860 2.0338 -0.6201
C 0.0066 2.7552 0.9860 -0.5950
H 0.2360 -0.2163 -1.5355 0.1272
H 2.5191 0.5779 0.1880 0.2329
H 2.1002 2.1504 -0.5115 0.2543
H -0.3882 0.5469 0.4047 0.2019
H 1.6648 -0.2085 1.9102 0.2041
H 0.1594 -0.0994 2.6174 0.2069
H 1.1415 1.3677 2.7794 0.2185
H -0.3730 3.3427 0.1864 0.2263
H -0.7128 2.7875 1.8781 0.2158
H 1.0593 3.3003 1.2522 0.1952
H 1.1749 -3.0581 0.9471 0.4837
H 2.1297 -2.6988 -0.1844 0.4748
O 1.2377 -2.7783 -0.0341 -0.9545
H 0.2153 -3.2224 -1.8951 0.4835
H 0.4699 -1.7613 -2.5423 0.4881
O -0.2239 -2.5248 -2.4219 -0.9730
H -1.7500 0.8147 -2.1848 0.4614
H -1.9834 1.4936 -0.9826 0.4743
O -1.3585 1.5749 -1.6534 -0.9306
H -2.3675 -0.3376 0.7334 0.4797
H -3.4446 0.1394 -0.2782 0.4718
O -3.0003 0.3577 0.4984 -0.9431
H -1.4911 -3.0371 -0.0862 0.4785
H -1.3005 -1.8957 0.7944 0.4509
O -1.9156 -2.5389 0.5430 -0.9248
```


# 4
The following is a DFT calculation (ωB97M-V with the def2-TZVPD basis set) of a cluster of 5 separate species, C5H21N2O5 in total at a distorted geometry.

Its energy above the lowest of the compared OMol25 structures with the same formula, charge and spin is 418.1 kJ/mol. The total charge is +1. The calculation puts the orbital gap at 10.3 eV.

```
33
Properties=species:S:1:pos:R:3:nbo_charge:R:1
O 2.0521 0.3443 1.0454 -0.6396
C 1.4393 1.0079 0.2044 0.6386
N 1.3309 2.3610 0.4681 -0.5847
C 0.7950 3.2472 -0.4586 -0.2401
C -0.6621 3.4738 -0.1946 -0.6446
C 1.1628 0.3289 -1.1197 -0.3223
N 0.3492 -0.8813 -0.6645 -0.5665
C -0.8035 -0.3943 0.0255 -0.5277
H 1.6321 2.7226 1.3644 0.4329
H 1.4421 4.2314 -0.3822 0.2285
H 0.9549 2.9503 -1.5425 0.2041
H -1.1068 2.5690 0.2433 0.2035
H -1.3803 3.4000 -0.9924 0.2321
H -0.8613 4.3274 0.3740 0.2340
H 0.3896 0.9910 -1.7799 0.2455
H 2.1071 0.0507 -1.7192 0.2727
H 0.1032 -1.3292 -1.5752 0.4767
H 0.8829 -1.5176 -0.0264 0.5034
H -1.1324 0.7168 0.1251 0.2644
H -0.7565 -0.7463 1.1157 0.2641
H -1.8510 -0.5882 -0.4733 0.2727
H -0.7559 -3.9604 1.9882 0.4920
H 0.3294 -2.9498 1.7082 0.4747
O -0.6105 -3.0785 1.4940 -0.9607
H 2.9015 -1.5332 -0.0408 0.5081
H 2.9521 -2.9191 0.9337 0.5148
O 2.4030 -2.4668 0.1799 -0.9916
H -0.3699 -3.9826 -0.8556 0.5016
H -1.3577 -3.6687 -2.0900 0.4920
O -0.4342 -3.4377 -1.7160 -0.9851
H -4.2684 -0.0949 1.0686 0.4738
H -3.2743 0.2793 2.0864 0.4728
O -3.6021 0.5470 1.2058 -0.9402
```


# 5
The following is a DFT calculation (ωB97M-V with the def2-TZVPD basis set) of a cluster of 7 separate species, C5H21N3O6 in total at a distorted geometry.

Its energy above the lowest of the compared OMol25 structures with the same formula, charge and spin is 154.2 kJ/mol. The calculation puts the orbital gap at 9.2 eV. The SMILES is NCCc1cnc[nH]1.O.O.O.O.O.O.

```
35
Properties=species:S:1:pos:R:3:nbo_charge:R:1
C -1.2722 -3.1974 0.1590 -0.2227
C 0.1120 -2.8495 0.6699 -0.4694
C 0.5226 -1.5211 1.2242 0.1058
C 1.6529 -1.0669 1.8316 -0.1245
N 1.4680 0.2760 2.2399 -0.5127
C 0.2416 0.5929 1.7983 0.1439
N -0.3396 -0.4309 1.1302 -0.5716
N -1.3606 -2.7477 -1.3297 -0.8867
H -2.1008 -2.6255 0.6430 0.1914
H -1.4173 -4.2883 0.1196 0.2151
H 0.2700 -3.6532 1.4936 0.2294
H 0.9098 -3.0475 -0.1008 0.2505
H 2.4416 -1.6330 2.2165 0.2092
H -0.2121 1.6253 1.9176 0.2289
H -1.2094 -0.5099 0.5326 0.4684
H -2.0860 -3.2113 -1.9061 0.3765
H -1.3349 -1.7709 -1.3616 0.3528
H -1.0602 3.6496 -0.4039 0.5012
H -1.8715 3.9989 -1.7127 0.4678
O -1.9302 3.6066 -0.8384 -0.9886
H 2.3517 2.3474 2.4821 0.4925
H 3.4625 2.0174 1.6091 0.4746
O 2.9125 2.7608 1.8200 -0.9558
H 1.0438 4.1811 -0.0455 0.4846
H 1.2539 2.7564 0.5169 0.5156
O 0.5219 3.4345 0.3231 -0.9908
H 0.5595 1.6974 -1.8374 0.4838
H 0.3986 0.4570 -0.9181 0.4814
O 0.1145 0.8826 -1.7491 -0.9569
H -1.6748 1.3265 -0.8675 0.5097
H -3.0533 1.5438 -0.1606 0.4979
O -2.2910 0.9552 -0.2360 -1.0007
H 1.0593 -1.2910 -2.5270 0.4738
H 0.6123 -2.4274 -3.4582 0.4726
O 1.3049 -1.8376 -3.2747 -0.9466
```


# 6
The following is a DFT calculation (ωB97M-V with the def2-TZVPD basis set) of a cluster of 7 separate species, C5H21NO6 in total at a distorted geometry.

Its energy above the lowest of the compared OMol25 structures with the same formula, charge and spin is 225.7 kJ/mol. The calculation puts the orbital gap at 7.7 eV. The SMILES is C=C/C(C)=C/N.O.O.O.O.O.O.

```
33
Properties=species:S:1:pos:R:3:nbo_charge:R:1
C -0.0047 0.5057 0.8338 -0.6553
N 2.2123 2.2923 0.0235 -0.8394
C 2.4184 1.1025 0.6947 0.0286
C 1.4484 0.2538 1.0748 -0.1622
C 1.8580 -0.8799 1.9532 -0.2034
C 1.6910 -2.1750 1.7166 -0.3889
H -0.3033 1.5577 0.7506 0.2237
H -0.4540 0.2667 1.8048 0.2108
H -0.6258 0.0827 0.0452 0.2025
H 1.2760 2.6057 -0.2007 0.3962
H 2.8671 2.6065 -0.6716 0.3794
H 3.4066 0.9194 1.0960 0.1925
H 2.3265 -0.5335 2.8635 0.1938
H 1.1701 -2.5200 0.8362 0.2048
H 1.9380 -2.8450 2.5301 0.2024
H 0.5161 2.6805 -2.7418 0.4675
H -0.8071 2.1932 -2.1693 0.4858
O -0.2734 2.9938 -2.2954 -0.9586
H -2.9362 -1.4918 -1.3357 0.4799
H -2.8991 -1.3585 0.2200 0.4872
O -2.5503 -1.8520 -0.5332 -0.9600
H -0.8294 -1.9978 2.1926 0.4687
H -1.3153 -2.4992 0.8801 0.4769
O -1.2200 -2.7883 1.7990 -0.9462
H -3.5536 2.2867 1.1967 0.4862
H -2.3017 3.3643 1.2742 0.4934
O -2.6518 2.5216 0.9937 -0.9768
H -0.4329 -2.0711 -2.7853 0.4718
H -0.3156 -3.1319 -1.7807 0.4739
O 0.0532 -2.2584 -1.9707 -0.9448
H 0.4976 -0.0423 -2.2131 0.4965
H -0.9780 0.0914 -1.8920 0.4738
O -0.3245 0.3178 -2.5689 -0.9606
```


Among the records above, which one has the highest orbital gap?
C5H20NO5


Number 6 is which compound?
C5H21NO6


Which of these has the highest energy above the lowest of the compared OMol25 structures with the same formula, charge and spin?
C5H21N2O5